A structure of composition C26H72NO16S2 in a non-equilibrium geometry. Source: OMol25; level of theory: ωB97M-V/def2-TZVPD.

Values from the calculation:
Frontier orbital gap: 7.912 eV
HOMO level: -6.14 eV
DFT total energy: -3088.7165 Eh
Charge: -1
Strongest force on any atom: 2.41 eV Å⁻¹

Last column: Mulliken charge in e.
Cartesian coordinates (Å):
C  -5.987  -7.582  2.542  -1.064
C  -6.008  -6.326  3.395  -0.209
O  -6.609  -5.263  2.678  -0.445
C  -5.786  -4.134  2.498  -0.878
C  -4.619  -4.320  1.544  1.180
O  -5.083  -4.914  0.341  -0.285
S  -4.318  -4.499  -1.018  0.950
O  -4.860  -5.434  -1.958  -0.709
O  -4.585  -3.086  -1.206  -0.548
N  -2.815  -4.777  -0.645  -0.494
S  -1.676  -3.761  -1.088  1.205
O  -0.436  -4.269  -0.541  -0.824
O  -1.717  -3.468  -2.508  -0.576
C  -2.000  -2.165  -0.287  1.983
C  -0.879  -1.657  0.625  -1.076
C  -0.059  -0.539  -0.016  0.121
C  1.061  -0.071  0.890  -0.482
O  1.953  0.763  0.161  -0.410
H  -6.974  -7.730  2.098  0.259
H  -5.728  -8.462  3.135  0.386
H  -5.278  -7.469  1.720  0.207
H  -4.988  -6.045  3.687  0.279
H  -6.589  -6.490  4.312  0.375
H  -5.368  -3.809  3.463  0.394
H  -6.413  -3.331  2.111  0.295
H  -4.262  -3.309  1.343  -0.590
H  -3.786  -4.903  1.951  0.186
H  -2.942  -2.227  0.251  -0.291
H  -2.155  -1.485  -1.125  -1.781
H  -1.341  -1.267  1.541  0.109
H  -0.226  -2.478  0.926  0.509
H  0.367  -0.877  -0.965  0.311
H  -0.726  0.305  -0.227  0.053
H  1.592  -0.939  1.301  0.479
H  0.637  0.497  1.731  -0.047
H  2.791  0.826  0.643  0.283
C  5.322  3.226  -1.778  -1.109
C  4.974  1.971  -1.002  0.081
O  4.608  2.253  0.345  -0.529
H  6.138  3.759  -1.285  0.194
H  5.634  2.978  -2.793  0.313
H  4.465  3.903  -1.831  0.458
H  5.842  1.313  -0.945  0.127
H  4.168  1.426  -1.503  0.214
H  3.827  2.825  0.336  0.233
C  -3.406  -3.924  -5.365  -0.689
C  -2.171  -3.506  -6.129  -0.117
O  -2.388  -3.431  -7.546  -0.562
H  -3.764  -4.895  -5.711  0.327
H  -3.188  -3.986  -4.299  0.046
H  -4.214  -3.199  -5.508  0.307
H  -1.369  -4.231  -5.995  0.277
H  -1.808  -2.542  -5.760  0.154
H  -3.094  -2.793  -7.689  0.299
C  -5.075  0.978  3.178  -1.080
C  -4.121  -0.193  3.055  0.090
O  -4.668  -1.240  2.260  -0.259
H  -6.036  0.684  3.600  0.366
H  -4.647  1.783  3.777  0.335
H  -5.282  1.373  2.176  0.090
H  -3.901  -0.635  4.026  0.294
H  -3.174  0.152  2.625  -0.007
H  -4.880  -0.877  1.392  0.174
C  -2.422  5.285  4.363  -1.223
C  -1.563  4.034  4.317  -0.044
O  -2.167  2.992  3.573  -0.320
H  -3.398  5.057  4.792  0.306
H  -1.949  6.064  4.965  0.373
H  -2.580  5.677  3.356  0.259
H  -1.415  3.633  5.320  0.385
H  -0.575  4.273  3.904  0.319
H  -2.306  3.273  2.660  0.348
C  9.453  1.846  -0.608  -0.760
C  8.982  0.786  -1.586  -0.269
O  8.331  1.350  -2.716  -0.512
H  8.607  2.447  -0.271  0.255
H  9.931  1.396  0.264  0.341
H  10.170  2.518  -1.085  0.093
H  8.250  0.132  -1.114  0.356
H  9.820  0.165  -1.921  0.183
H  8.962  1.912  -3.179  0.295
C  -5.626  3.827  -0.014  -1.095
C  -4.201  3.330  -0.161  0.031
O  -3.495  3.333  1.080  -0.528
H  -5.638  4.842  0.386  0.271
H  -6.138  3.824  -0.978  0.407
H  -6.193  3.191  0.669  0.269
H  -3.633  3.972  -0.832  0.393
H  -4.175  2.322  -0.578  -0.074
H  -3.955  2.718  1.663  0.134
C  1.272  3.234  3.813  -0.631
C  2.499  3.651  3.025  -0.398
O  2.284  3.576  1.621  -0.476
H  0.975  2.220  3.543  0.229
H  1.469  3.268  4.886  0.427
H  0.430  3.898  3.602  -0.229
H  3.334  2.980  3.223  0.294
H  2.808  4.664  3.309  0.309
H  1.556  4.160  1.387  0.248
C  13.243  2.156  -1.939  -0.947
C  12.761  1.099  -2.914  -0.151
O  12.087  1.675  -4.029  -0.497
H  12.402  2.761  -1.599  0.213
H  13.723  1.704  -1.070  0.294
H  13.964  2.825  -2.415  0.370
H  12.034  0.442  -2.440  0.142
H  13.599  0.482  -3.255  0.306
H  12.702  2.259  -4.485  0.295
C  -2.813  -0.751  -3.307  -1.066
C  -3.112  0.281  -2.241  0.140
O  -2.412  1.510  -2.444  -0.577
H  -1.743  -0.954  -3.346  0.287
H  -3.337  -1.683  -3.093  0.147
H  -3.130  -0.395  -4.291  0.525
H  -2.785  -0.079  -1.265  0.104
H  -4.191  0.464  -2.186  0.259
H  -2.675  1.872  -3.295  0.310